1.
15
Properties=species:S:1:pos:R:3:forces:R:3 method="wB97M-V/def2-TZVPD" smiles="C=C(N)CC=[NH2+]" e_lumo_ev=-4.88 relative_energy_kj_mol=219.2 charge=+1 total_energy_ev=-7265.87033 homo_lumo_gap_ev=7.2
C -1.9195 -0.1744 0.6994 0.99 -2.46 2.00
C -0.9833 0.0805 -0.1762 -0.47 -0.40 0.30
N -1.0873 1.0792 -1.0640 0.99 1.31 -1.88
C 0.3004 -0.7010 -0.2546 -0.93 -0.56 -0.37
C 1.3832 0.0681 0.2731 0.81 -1.92 1.51
N 2.5219 -0.3022 0.7125 -0.19 -3.48 -1.25
H -2.7955 0.3568 0.8311 -1.61 1.15 -0.15
H -1.7836 -0.9919 1.4088 0.00 0.20 -0.18
H -0.3310 0.9741 -1.7582 -1.67 1.12 -0.20
H -1.9957 1.5777 -1.2106 1.69 -0.76 -0.13
H 0.1278 -1.7240 0.0758 0.53 -0.01 0.22
H 0.6427 -0.7391 -1.2783 -0.24 -0.48 -1.16
H 1.2207 1.0511 0.3538 -0.71 3.94 0.17
H 2.7711 -1.3329 0.5579 0.03 2.03 0.83
H 3.1791 0.3661 1.0425 0.80 0.33 0.31



2.
15
Properties=species:S:1:pos:R:3:forces:R:3 method="wB97M-V/def2-TZVPD" smiles="[H]/N=C/C(=[NH2+])CC" e_lumo_ev=-5.39 relative_energy_kj_mol=242.9 charge=+1 total_energy_ev=-7265.62405 homo_lumo_gap_ev=9.5
H -0.8068 -1.1420 3.1894 -0.28 -1.44 0.09
N -0.3127 -0.6864 2.4536 0.16 1.81 0.79
C -0.3828 -0.8921 1.2193 1.77 0.91 2.65
C 0.1142 0.3318 0.5387 -0.86 -0.26 -2.63
N 0.9567 1.2767 0.9118 -1.92 -2.39 -0.95
C -0.5630 0.4233 -0.8056 1.31 1.17 -1.32
C 0.2043 -0.4621 -1.8976 0.08 3.78 0.40
H -0.7338 -1.8029 0.7968 -0.60 -0.27 -1.21
H 1.0363 2.0038 0.2009 0.51 0.22 0.83
H 1.4819 1.1810 1.7750 0.05 0.35 -0.06
H -1.5622 0.0496 -0.9463 -0.63 0.16 1.10
H -0.5224 1.4630 -1.1739 -0.19 -0.31 0.25
H -0.1558 -1.4236 -1.8204 -0.77 -2.12 -0.49
H 1.2236 -0.4354 -1.5746 0.95 -0.15 -0.62
H 0.0225 0.1154 -2.8672 0.43 -1.45 1.19



3.
15
Properties=species:S:1:pos:R:3:forces:R:3 method="wB97M-V/def2-TZVPD" smiles=C[NH2+][C@]12C[C@H]1N2 e_lumo_ev=-3.79 relative_energy_kj_mol=568.1 charge=+1 total_energy_ev=-7262.25354 homo_lumo_gap_ev=9.0
C -1.9945 -0.2668 0.4272 -0.97 3.25 0.54
N -0.8251 0.0068 -0.5886 -2.87 0.36 -2.42
C 0.5085 -0.0016 -0.1019 3.66 1.01 1.16
C 1.4134 1.1572 0.3263 0.97 -2.59 -0.05
C 1.9242 -0.2984 -0.4648 -2.79 3.07 1.07
N 1.2719 -1.0756 0.5598 -1.11 -0.71 1.66
H -3.0397 -0.1204 0.0021 1.66 0.71 -0.14
H -2.1410 -1.2338 0.7802 1.21 -2.19 0.22
H -1.8482 0.3944 1.3579 -0.08 -0.80 -1.76
H -0.9397 0.9244 -1.1140 -0.14 -0.38 1.74
H -1.0193 -0.5052 -1.4877 0.65 -0.90 1.24
H 1.8462 1.3378 1.3656 -1.13 -0.80 -1.28
H 1.3866 2.0546 -0.2683 0.08 0.04 -0.54
H 2.6210 -0.3614 -1.2726 -0.10 -0.53 -0.36
H 0.8355 -2.0120 0.4789 0.97 0.46 -1.07



4.
15
Properties=species:S:1:pos:R:3:forces:R:3 method="wB97M-V/def2-TZVPD" e_lumo_ev="-6.06 / -6.09" relative_energy_kj_mol=898.8 charge=+1 total_energy_ev=-7258.82639 homo_lumo_gap_ev="8.6 / 7.2"
C 1.6178 -1.3688 -0.3810 -0.62 0.55 2.15
C -1.8404 0.2161 -0.3695 1.07 -0.38 0.03
C -1.3899 -1.1041 0.2642 -1.58 0.70 -0.36
C 1.2125 1.6229 0.1302 0.58 1.25 -0.03
N -0.5691 0.0217 0.4638 -0.22 2.46 -1.71
N 0.6534 0.3720 0.5018 -0.17 -4.85 -0.67
H 1.2246 -2.2039 0.3462 1.04 1.49 -1.43
H 2.7229 -1.1683 -0.4167 -0.97 -0.34 0.25
H -1.8309 0.3055 -1.4705 0.80 0.08 0.72
H -2.6236 0.7917 0.0924 -0.02 0.00 0.37
H -2.0123 -1.2647 1.0940 -0.42 -0.68 1.37
H -1.2879 -1.9822 -0.3557 1.17 0.08 -0.17
H 0.6464 2.1659 -0.6276 -0.22 -0.10 -0.01
H 2.1851 1.2813 -0.3264 -0.72 1.10 0.86
H 1.2916 2.3149 1.0547 0.26 -1.35 -1.36



5.
15
Properties=species:S:1:pos:R:3:forces:R:3 method="wB97M-V/def2-TZVPD" e_lumo_ev="-4.10 / -4.10" relative_energy_kj_mol=627.8 charge=+1 total_energy_ev=-7261.63487 homo_lumo_gap_ev="9.5 / 9.5"
C 1.4947 0.7089 0.1375 2.33 3.78 -0.38
C 0.0223 0.7332 0.4197 -1.89 -0.86 -0.36
C -0.7275 -0.0068 -0.6230 -3.84 0.69 2.10
C 0.0524 -0.8002 0.3190 -2.77 -0.12 -0.56
N -2.6735 -0.0743 0.2368 2.27 -1.20 -2.69
N 1.5038 -0.7515 0.0676 -1.12 -1.76 -1.01
H 1.8693 1.2859 -0.8611 -0.76 -1.76 2.39
H 2.0923 1.0613 1.0115 -0.30 -0.27 -0.85
H -0.6231 1.2510 1.1051 0.72 0.59 0.46
H -1.1690 0.1603 -1.5763 0.89 -0.25 -0.96
H -0.4468 -1.5984 0.8722 0.67 0.19 0.10
H -2.9069 0.9289 0.1300 0.05 -0.62 -0.32
H -3.2157 -0.6326 -0.5546 1.43 1.71 1.90
H 1.7934 -1.1797 -0.7732 0.41 -0.29 -1.76
H 1.7757 -1.4290 0.7329 1.93 0.18 1.95



6.
15
Properties=species:S:1:pos:R:3:forces:R:3 method="wB97M-V/def2-TZVPD" multiplicity=3 e_lumo_ev="-3.87 / -7.41" relative_energy_kj_mol=339.2 charge=+1 total_energy_ev=-7259.94461 homo_lumo_gap_ev="6.2 / 7.2"
C 2.2450 0.2548 0.0634 6.01 -4.77 0.55
C -1.2733 0.7765 -0.7534 3.20 3.39 1.24
C -1.2599 0.7561 0.7496 -0.32 -2.26 -1.24
C -0.0756 0.1884 -0.0167 -5.80 -0.43 0.57
N 1.1112 0.7179 0.0322 -3.47 1.46 -1.00
N -0.1008 -1.3803 0.0044 0.98 0.79 0.55
H 3.0216 0.9042 -0.0114 2.75 1.67 0.26
H 2.5674 -0.8459 -0.1364 -0.75 1.79 -0.40
H -1.9143 0.2324 -1.2893 -2.44 -2.34 -1.89
H -1.0251 1.7646 -1.2453 -0.35 -1.21 0.76
H -1.2660 1.6046 1.3174 0.60 2.29 1.11
H -1.8065 -0.0173 1.2528 -0.60 -0.26 0.01
H 0.9330 -1.5316 0.3371 -2.28 -0.79 -0.86
H -0.3288 -1.6369 -1.0108 0.78 -0.21 1.92
H -0.8278 -1.7875 0.7063 1.68 0.87 -1.57



7.
16
Properties=species:S:1:pos:R:3:forces:R:3 method="wB97M-V/def2-TZVPD" multiplicity=2 e_lumo_ev="0.71 / 0.69" relative_energy_kj_mol=74.6 charge=0 total_energy_ev=-9319.25296 homo_lumo_gap_ev="5.0 / 8.4"
C 0.9908 0.6015 2.0414 -0.11 0.45 -0.84
C -0.0144 0.6083 0.9346 0.06 0.44 -0.12
C -1.1217 1.3510 0.7730 -0.81 -1.02 0.29
N -1.7499 0.9635 -0.4259 0.26 0.13 -0.09
C -1.0273 -0.1108 -0.9732 0.12 0.79 -0.47
N 0.1769 -0.1318 -0.2443 -0.08 -0.27 0.60
H 1.8341 1.2198 1.7312 0.31 -0.18 0.08
H 0.5790 1.0808 2.9236 -0.08 -0.25 0.20
H 1.3320 -0.4172 2.2249 0.02 0.08 0.29
H -1.6816 1.9049 1.5013 0.23 0.43 0.08
H -2.7366 1.0491 -0.5824 0.00 0.01 0.17
H -1.4856 -0.8868 -1.5490 0.14 -0.38 0.03
H 0.7947 -0.9229 -0.2377 -0.12 -0.06 -0.21
H 1.5572 -2.6167 -2.1562 -0.09 0.11 0.11
H 1.3745 -1.8916 -3.4525 -0.18 0.30 0.18
O 1.1778 -1.8010 -2.5088 0.33 -0.56 -0.30



8.
16
Properties=species:S:1:pos:R:3:forces:R:3 method="wB97M-V/def2-TZVPD" e_lumo_ev=-3.26 relative_energy_kj_mol=56.0 charge=+1 total_energy_ev=-9315.43525 homo_lumo_gap_ev=10.6
C 1.2736 1.0424 -1.6114 0.48 -0.54 0.53
C 0.5890 -0.0247 -0.8197 1.19 -0.33 0.29
C 0.9382 -1.3355 -0.5376 -0.67 2.25 -0.64
N -0.1476 -1.8640 0.1184 0.92 -0.92 0.09
C -1.0598 -0.9489 0.3638 0.14 0.63 -1.37
N -0.6134 0.2037 -0.2101 -0.93 -1.23 1.46
H 0.7029 1.2883 -2.5046 -0.03 0.02 0.03
H 2.2481 0.6476 -1.8987 -0.03 0.20 -0.17
H 1.4396 1.9363 -1.0106 -0.11 0.06 -0.06
H 1.8868 -1.8266 -0.6221 -0.08 -0.37 -0.42
H -0.1004 -2.8582 0.2612 -0.92 -0.21 0.59
H -2.0840 -1.0319 0.6843 0.20 -0.38 0.60
H -0.8167 0.9932 0.4223 -0.06 0.79 -0.78
H -1.4928 2.6483 2.0083 -0.37 0.66 0.34
H -0.3561 1.9339 2.8229 -0.46 0.19 -0.51
O -0.8640 1.9381 1.9911 0.72 -0.81 0.05



9.
16
Properties=species:S:1:pos:R:3:forces:R:3 method="wB97M-V/def2-TZVPD" e_lumo_ev=-3.57 relative_energy_kj_mol=527.5 charge=+1 total_energy_ev=-9310.54891 homo_lumo_gap_ev=8.2
C -2.2814 -0.3211 0.1826 3.35 -0.77 -0.56
C 0.6580 0.6100 -1.1864 -0.98 -2.31 3.15
C 0.0469 0.5390 0.1750 -3.69 -2.30 -1.54
C 0.8530 -0.5321 -0.2350 1.64 -2.20 1.48
N -2.8345 0.8204 0.3917 -0.71 2.01 0.41
N 2.2296 -0.8197 0.5912 -1.98 -1.05 -1.20
O -2.4064 -1.4337 -0.1471 -0.10 0.98 0.27
H 0.1181 0.3516 -1.9998 -1.64 -0.41 -2.68
H 1.4326 1.2188 -1.2919 3.27 2.69 -0.79
H 0.1302 1.1912 0.9448 0.68 1.86 2.11
H 0.6327 -1.5881 -0.3010 -1.37 0.13 -0.86
H -2.3191 1.6015 0.8386 -0.51 -1.13 -0.81
H -3.6753 1.0365 -0.1345 -0.29 -0.04 0.39
H 1.9514 -0.9749 1.5496 0.30 0.49 0.38
H 2.7622 -0.0482 0.3692 1.97 2.20 0.42
H 2.7019 -1.6513 0.2528 0.05 -0.13 -0.17



10.
16
Properties=species:S:1:pos:R:3:forces:R:3 method="wB97M-V/def2-TZVPD" e_lumo_ev="-5.50 / -5.08" relative_energy_kj_mol=863.8 charge=+1 total_energy_ev=-9307.06317 homo_lumo_gap_ev="7.3 / 8.7"
C 0.8400 -1.5694 -1.2919 -0.45 -2.57 1.23
C -0.0020 -0.4437 -1.7140 -0.93 -0.66 2.35
C -1.1848 1.7392 0.8843 -0.83 -0.53 -0.28
C 0.0892 -0.2347 0.8437 -3.27 1.23 -0.83
N 0.8959 -0.1794 1.8614 2.17 -0.12 0.79
N 0.7090 -0.3758 -0.4085 1.64 0.52 -0.53
O 0.6112 0.1900 2.9681 -0.57 0.06 0.59
H 0.4858 -2.5718 -0.8495 -0.32 2.01 -0.60
H 1.8223 -1.8230 -1.6568 0.29 0.93 -0.47
H 0.1992 0.3023 -2.3820 1.49 1.45 -1.92
H -1.0415 -0.3361 -1.4855 -0.79 -1.08 -0.10
H -1.0951 2.0222 -0.2324 0.17 -0.17 2.22
H -2.2560 1.4276 1.1709 1.88 0.18 -0.56
H -0.6846 2.2633 1.7507 -0.22 -0.54 -1.52
H -0.8465 -0.6652 0.7866 -2.08 -1.15 1.05
H 1.4579 0.2546 -0.2451 1.83 0.44 -1.41



no.,M (Da)
1,85.13
2,85.13
3,85.13
4,85.13
5,85.13
6,85.13
7,101.13
8,101.13
9,101.13
10,101.13